1.
C6H35BNO11Y | wB97M-V/def2-TZVPD

The total charge is +1. The spin multiplicity is 2. The energy is -1194.769290 hartree. Its molar mass is 397.06 g/mol.

Geometry as XYZ:
```
55
Properties=species:S:1:pos:R:3:mulliken_spin:R:1
Y 2.462 0.348 -2.562 -0.016
B 0.218 0.744 -1.328 -0.009
H 1.049 1.420 -1.194 0.001
H -0.286 0.493 -0.407 0.000
H -0.516 1.203 -1.972 0.004
H 0.601 -0.176 -1.740 0.003
O 3.735 1.781 -0.875 0.239
C 3.946 3.089 -1.459 0.039
C 3.591 3.233 -3.003 0.054
O 2.462 2.527 -3.591 0.549
H 4.984 3.389 -1.318 0.004
H 3.407 3.871 -0.923 0.047
H 4.456 2.845 -3.540 0.075
H 3.776 4.247 -3.359 0.004
C -0.277 -0.673 2.872 0.000
C -1.557 -1.473 2.797 0.000
C -1.381 -2.895 3.451 0.000
O -2.527 -3.718 3.458 0.000
C -2.588 -4.773 4.373 0.000
N -2.595 -0.791 3.540 0.000
H 0.509 -1.293 2.441 0.000
H 0.053 -0.477 3.893 0.000
H -0.237 0.256 2.304 0.000
H -1.874 -1.638 1.767 0.000
H -0.912 -2.865 4.434 0.000
H -0.607 -3.286 2.790 0.000
H -3.533 -5.310 4.290 0.000
H -2.637 -4.453 5.414 0.000
H -1.844 -5.526 4.113 0.000
H -3.121 -1.547 3.952 0.000
H -3.297 -0.496 2.877 0.000
O 2.054 -2.032 -3.024 0.000
H 2.832 -2.590 -3.044 0.000
H 1.414 -2.492 -3.567 0.000
O 0.689 0.268 -4.250 0.002
H -0.197 -0.082 -4.166 0.000
H 0.760 0.524 -5.170 0.000
O 2.399 -0.964 -0.395 0.001
H 2.548 -0.649 0.497 0.000
H 2.575 -1.904 -0.351 0.000
O 1.722 3.112 1.020 0.006
H 2.373 2.801 0.391 0.000
H 0.975 3.374 0.482 -0.001
O -3.619 0.224 0.916 0.000
H -3.175 1.021 1.205 0.000
H -2.976 -0.224 0.366 0.000
O -2.804 1.491 -2.921 0.000
H -2.125 1.182 -2.321 0.000
H -2.569 2.401 -3.102 0.000
O -2.093 -1.022 -0.836 0.000
H -1.298 -0.498 -0.741 0.000
H -2.148 -1.207 -1.774 0.000
O -0.867 3.418 -0.399 0.000
H -0.760 2.555 -0.798 0.000
H -1.171 3.236 0.490 0.000
```

***

2.
C15H36NO14S2V | wB97M-V/def2-TZVPD

The total charge is -2. The energy is -3441.547179 hartree. Its molar mass is 569.52 g/mol.

Geometry as XYZ:
```
69
Properties=species:S:1:pos:R:3:nbo_charge:R:1
O 16.298 7.802 -5.245 -0.600
V 17.290 9.046 -5.381 1.555
O 18.726 8.303 -5.523 -0.675
C 16.452 9.567 -9.899 -0.626
C 16.759 8.707 -8.666 0.127
C 17.868 7.702 -8.956 -0.627
O 16.953 9.457 -7.549 -0.792
H 15.410 9.882 -9.852 0.202
H 16.682 9.081 -10.851 0.171
H 17.067 10.476 -9.855 0.204
H 15.830 8.095 -8.542 0.097
H 17.627 7.000 -9.768 0.171
H 18.140 7.065 -8.109 0.215
H 18.797 8.211 -9.251 0.171
C 18.373 11.682 -3.016 -0.636
C 18.992 11.704 -4.414 0.132
C 20.457 11.243 -4.391 -0.638
O 18.252 11.089 -5.395 -0.860
H 18.172 10.675 -2.642 0.199
H 17.434 12.236 -2.963 0.217
H 19.065 12.243 -2.370 0.163
H 19.043 12.783 -4.686 0.100
H 20.925 11.538 -5.334 0.194
H 20.532 10.151 -4.353 0.193
H 21.028 11.684 -3.567 0.172
C 13.399 8.918 -5.235 -0.743
C 14.073 10.279 -4.975 0.796
O 13.345 11.260 -4.742 -0.761
O 15.335 10.270 -4.989 -0.764
H 12.394 8.791 -4.826 0.180
H 14.046 8.166 -4.775 0.217
H 13.364 8.648 -6.294 0.208
O 17.594 8.410 -2.957 -0.900
S 18.361 7.344 -2.420 2.392
O 18.013 6.803 -1.127 -0.948
O 18.289 6.162 -3.523 -0.689
C 18.988 4.947 -3.262 -0.070
C 18.023 3.818 -3.065 -0.632
C 20.110 7.777 -2.558 -0.882
H 19.631 5.064 -2.381 0.169
H 19.698 4.790 -4.076 0.191
H 18.512 2.857 -2.887 0.200
H 17.418 3.650 -3.962 0.218
H 17.307 4.038 -2.276 0.228
H 20.281 7.958 -3.620 0.306
H 20.682 6.949 -2.156 0.221
H 20.158 8.719 -2.014 0.252
O 13.390 3.097 -1.512 -0.930
S 12.434 3.679 -2.398 2.362
O 11.588 4.737 -1.912 -0.945
O 13.075 4.167 -3.809 -0.716
C 13.619 5.522 -3.754 -0.100
C 14.704 5.729 -2.700 -0.665
C 11.399 2.394 -3.104 -0.881
H 12.783 6.200 -3.611 0.205
H 14.139 5.731 -4.688 0.235
H 15.296 4.812 -2.684 0.205
H 14.364 5.993 -1.700 0.214
H 15.406 6.502 -3.009 0.270
H 11.784 2.193 -4.101 0.255
H 10.401 2.814 -3.170 0.247
H 11.452 1.499 -2.494 0.237
C 20.634 9.244 -7.573 -0.477
N 21.809 9.048 -6.626 0.549
O 22.766 9.793 -6.734 -0.435
O 21.755 8.167 -5.793 -0.398
H 20.046 8.343 -7.492 0.263
H 21.170 9.422 -8.502 0.199
H 20.173 10.134 -7.137 0.288
```

***

3.
C29H29CsN7O6S2 | wB97M-V/def2-TZVPD

The total charge is -1. Its molar mass is 768.63 g/mol. For the energy relative to the best compared isomer or geometry (same formula, charge and spin), the calculation gives 0.0 kcal per mole.

Geometry as XYZ:
```
74
Properties=species:S:1:pos:R:3:lowdin_charge:R:1
Cs 12.779 11.371 6.000 0.993
N 14.537 15.223 5.066 0.131
C 13.484 16.076 5.280 -0.249
C 13.685 17.433 5.429 -0.056
C 12.628 18.320 5.523 -0.116
C 11.322 17.923 5.573 -0.073
C 11.054 16.538 5.457 -0.160
C 9.736 16.053 5.518 -0.019
C 9.542 14.692 5.504 -0.028
C 10.654 13.825 5.394 -0.177
N 11.901 14.254 5.261 0.023
C 12.128 15.576 5.363 -0.159
H 15.448 15.595 5.333 0.107
H 14.421 14.205 5.175 0.073
H 14.645 17.866 5.283 0.098
H 12.850 19.398 5.580 0.108
H 10.530 18.651 5.702 0.101
H 8.956 16.795 5.542 0.109
H 8.534 14.301 5.416 0.111
H 10.491 12.769 5.219 0.031
N 21.707 12.362 9.817 0.096
C 20.642 12.097 8.976 -0.342
C 20.819 11.890 7.603 -0.031
C 19.698 11.741 6.835 -0.069
C 18.412 11.756 7.389 -0.305
C 18.226 11.836 8.737 -0.048
C 19.384 12.019 9.525 -0.040
S 16.994 11.942 6.322 0.559
O 17.597 12.195 5.046 -0.337
O 16.161 13.049 6.877 -0.399
N 16.054 10.679 6.392 -0.166
C 16.575 9.486 5.999 -0.469
N 15.744 8.401 5.970 0.104
C 16.295 7.272 5.558 -0.181
C 17.624 7.108 5.169 -0.090
C 18.401 8.268 5.300 -0.144
N 17.916 9.416 5.765 0.099
H 22.589 12.029 9.522 0.073
H 21.510 12.228 10.768 0.064
H 21.809 11.844 7.176 0.104
H 19.756 11.577 5.754 0.112
H 17.237 11.801 9.194 0.120
H 19.280 12.113 10.579 0.093
H 15.597 6.417 5.435 0.107
H 18.073 6.158 4.877 0.084
H 19.493 8.225 5.128 0.107
C 11.267 13.195 11.676 -0.042
C 11.060 11.775 11.212 -0.264
C 10.172 10.949 11.852 -0.046
C 9.798 9.749 11.310 -0.037
C 10.431 9.349 10.145 -0.304
C 11.300 10.170 9.448 -0.078
C 11.566 11.409 9.977 -0.034
S 9.857 7.944 9.308 0.639
O 9.508 6.887 10.229 -0.303
O 10.756 7.692 8.224 -0.285
N 8.435 8.591 8.741 -0.130
C 8.569 9.607 7.686 -0.210
C 8.522 9.035 6.228 -0.095
C 8.824 10.240 5.317 -0.709
O 10.050 10.466 5.028 -0.227
O 7.876 10.982 4.957 -0.057
H 11.638 13.266 12.726 0.091
H 10.315 13.689 11.678 0.072
H 11.978 13.740 11.032 0.084
H 9.683 11.296 12.738 0.114
H 9.020 9.115 11.766 0.132
H 11.810 9.762 8.543 0.103
H 12.255 12.049 9.423 0.113
H 7.819 7.847 8.485 0.099
H 9.522 10.132 7.768 0.094
H 7.788 10.381 7.843 0.132
H 7.510 8.699 6.017 0.106
H 9.253 8.259 6.191 0.089
```